Formula: C4H7Cl2OP
Source: the OMol25 dataset
Level of theory: ωB97M-V with the def2-TZVPD basis set

Geometry as XYZ:
```
15
C4H7Cl2OP ωB97M-V with the def2-TZVPD basis set
C 1.47 0.81 -3.38
C 1.15 -0.12 -2.45
C 0.59 -0.43 -0.09
C 1.23 0.25 -1.06
O -2.41 0.40 4.31
P -1.48 -0.51 3.36
Cl -2.05 -2.29 4.14
Cl -2.61 -0.57 1.64
H 1.79 0.37 -4.41
H 1.69 1.82 -3.13
H 0.80 -1.07 -2.67
H -0.06 -1.27 -0.20
H -2.31 1.37 3.95
H 0.41 0.00 0.95
H 1.80 1.25 -0.96
```

E_HOMO: -0.3212 Ha
net charge: 0
relative energy (zero: lowest compared OMol25 entry of this formula, charge and spin): 33.2 kcal/mol
SMILES: OP(Cl)Cl.C=CC=C

Formula: C4H7Cl3O3
Source: the OMol25 dataset
Level of theory: ωB97M-V with the def2-TZVPD basis set

Geometry as XYZ:
```
17
C4H7Cl3O3 ωB97M-V with the def2-TZVPD basis set
C 2.37 -1.43 0.42
O 1.17 -0.88 -0.11
C 0.84 0.43 0.20
O 1.61 1.23 0.71
O -0.47 0.65 -0.17
C -1.01 1.93 0.13
H 2.49 -2.50 0.20
H 2.35 -1.37 1.51
H 3.25 -0.90 0.08
H -1.73 2.14 -0.66
H -0.34 2.77 0.01
H -1.53 2.00 1.09
C -1.77 -0.70 -0.68
Cl -3.17 -1.29 -1.66
Cl -0.45 -1.87 -0.96
Cl -2.14 -0.43 1.06
H -1.46 0.22 -1.18
```

E_HOMO: -0.3274 Ha
net charge: 0

Formula: C4H7Cl4MgO3
Source: the OMol25 dataset
Level of theory: ωB97M-V with the def2-TZVPD basis set

Geometry as XYZ:
```
19
C4H7Cl4MgO3 ωB97M-V with the def2-TZVPD basis set
Mg 4.31 1.62 3.00
Cl 1.08 1.76 5.22
C -0.41 -4.67 4.20
Cl 0.36 -6.30 4.32
Cl -1.48 -4.55 5.67
Cl -1.46 -4.48 2.75
H 0.31 -3.88 4.40
C 0.22 1.00 -4.36
O 1.09 1.38 -3.28
C 0.62 1.77 -2.09
O 1.40 1.75 -1.14
O -0.65 2.13 -2.08
C -1.26 2.44 -0.88
H 0.74 0.12 -4.75
H 0.18 1.65 -5.24
H -0.78 0.72 -4.06
H -0.59 2.73 -0.07
H -1.76 1.54 -0.51
H -1.91 3.29 -1.09
```

E_HOMO: -0.4644 Ha
net charge: +1
relative energy (zero: lowest compared OMol25 entry of this formula, charge and spin): 161.3 kcal/mol

Formula: C4H7ClF3O2P
Source: the OMol25 dataset
Level of theory: ωB97M-V with the def2-TZVPD basis set

Geometry as XYZ:
```
18
C4H7ClF3O2P ωB97M-V with the def2-TZVPD basis set
C -0.92 -1.43 0.67
C -0.37 -0.13 0.07
C 2.40 1.70 -0.74
C 2.82 -1.16 0.00
O 2.81 1.07 1.87
O 0.61 0.39 0.94
F 2.35 -1.36 -1.20
F 2.48 -2.11 0.85
F 4.17 -1.07 -0.25
P 2.16 0.63 0.68
Cl 1.36 3.09 -0.53
H -0.24 -1.90 1.47
H -1.85 -1.13 1.13
H -1.10 -2.15 -0.14
H -1.06 0.65 -0.11
H 0.22 -0.39 -0.89
H 3.44 1.89 -0.56
H 2.39 1.30 -1.75
```

E_HOMO: -0.3938 Ha
net charge: 0
relative energy (zero: lowest compared OMol25 entry of this formula, charge and spin): 0.0 kcal/mol
SMILES: CCO[P@](=O)(CCl)C(F)(F)F

Formula: C4H7ClN2
Source: the OMol25 dataset
Level of theory: ωB97M-V with the def2-TZVPD basis set

Geometry as XYZ:
```
14
C4H7ClN2 ωB97M-V with the def2-TZVPD basis set
C 0.25 1.38 0.08
C -0.64 0.15 0.06
C 1.28 -1.45 -0.03
C -1.95 0.37 -0.14
H 0.89 1.37 0.93
H 0.83 1.50 -0.82
H -0.38 2.26 0.09
H -0.68 -1.87 0.27
H 1.36 -2.56 -0.08
H 2.18 0.21 -0.02
H -2.30 1.41 -0.29
N -0.04 -1.10 0.19
N 2.37 -0.81 -0.18
Cl -3.17 -0.85 -0.03
```

E_HOMO: -0.3145 Ha
net charge: 0
relative energy (zero: lowest compared OMol25 entry of this formula, charge and spin): 32.2 kcal/mol
SMILES: [H]/N=C\N/C(C)=C\Cl

Formula: C4H7ClN2
Source: the OMol25 dataset
Level of theory: ωB97M-V with the def2-TZVPD basis set

Geometry as XYZ:
```
14
C4H7ClN2 ωB97M-V with the def2-TZVPD basis set
C -1.00 1.41 0.35
C -0.23 -0.92 0.24
C -1.51 0.01 0.66
C 1.92 -0.20 -0.66
N 0.16 1.37 -0.20
N 0.61 0.17 -0.29
Cl -2.91 -0.39 -0.40
H -1.74 2.15 0.48
H 0.38 -1.32 0.98
H -0.61 -1.57 -0.45
H -1.96 -0.07 1.61
H 2.31 0.47 -1.50
H 2.51 0.10 0.13
H 2.08 -1.23 -0.94
```

E_HOMO: -0.2926 Ha
net charge: 0
relative energy (zero: lowest compared OMol25 entry of this formula, charge and spin): 66.9 kcal/mol
SMILES: CN1C[C@H](Cl)C=N1

Formula: C4H7ClN2
Source: the OMol25 dataset
Level of theory: ωB97M-V with the def2-TZVPD basis set

Geometry as XYZ:
```
14
C4H7ClN2 ωB97M-V with the def2-TZVPD basis set
C -0.90 -0.43 0.85
C 0.27 0.63 1.08
C -0.40 -1.28 -0.42
C 0.97 0.66 -0.36
N 0.47 -0.43 -1.18
N -0.10 0.95 -1.26
Cl 0.46 1.72 -2.70
H -1.17 -0.93 1.78
H -1.70 0.22 0.49
H 0.00 1.62 1.52
H 1.09 0.25 1.71
H 0.19 -2.18 -0.05
H -1.25 -1.78 -0.99
H 2.06 0.97 -0.47
```

E_HOMO: -0.3640 Ha
net charge: 0
relative energy (zero: lowest compared OMol25 entry of this formula, charge and spin): 87.6 kcal/mol
SMILES: ClN1[C@H]2CCCN21

Formula: C4H7ClN2
Source: the OMol25 dataset
Level of theory: ωB97M-V with the def2-TZVPD basis set

Geometry as XYZ:
```
14
C4H7ClN2 ωB97M-V with the def2-TZVPD basis set
C 0.40 1.61 -0.51
C -0.25 0.50 -0.27
C 0.48 -0.72 0.28
C -1.78 0.43 -0.49
N 0.04 -1.69 -0.41
N 1.56 -0.73 1.12
Cl 0.52 -3.29 0.20
H -0.21 2.39 -0.98
H 1.44 1.78 -0.35
H -1.92 -0.33 -1.39
H -2.02 1.50 -0.63
H -2.16 0.14 0.45
H 1.99 0.05 1.59
H 1.90 -1.64 1.40
```

E_HOMO (alpha / beta): -0.1942 / -0.3597 Ha
expectation value of S²: 2.018
net charge: 0
relative energy (zero: lowest compared OMol25 entry of this formula, charge and spin): 33.8 kcal/mol
multiplicity: 3